ORCA calculation (ωB97M-V/def2-TZVPD) on a cluster of 10 separate species, C60H130F2N8 in total in a non-equilibrium geometry.

The highest occupied orbital energy comes out at -8.1 eV. The calculation puts the LUMO energy at 0.605 eV. As for the SMILES: CCN(CC)CC.CCN(CC)CC.CCN(CC)CC.CCN(CC)CC.CCN(CC)CC.CCN(CC)CC.CCN(CC)CC.CCN(CC)CC.Fc1ccccc1.Fc1ccccc1. The molecular weight comes out at 1001.8 g/mol.

Bonds (Å) are listed after each position.
Geometry (Å):
1 C -1.379 5.239 -3.353  C2 1.483, H8 1.062, H9 1.149, H10 1.097
2 C -0.444 5.204 -2.202  C1 1.483, N3 1.454, H11 1.119, H12 1.104
3 N -0.693 5.925 -0.964  C2 1.454, C4 1.450, C6 1.488
4 C -0.676 7.361 -1.160  N3 1.450, C5 1.530, H13 1.084, H14 1.097
5 C 0.747 7.869 -1.402  C4 1.530, H15 1.115, H16 1.107, H17 1.097
6 C -1.845 5.455 -0.148  N3 1.488, C7 1.514, H18 1.084, H19 1.130
7 C -2.038 6.092 1.211  C6 1.514, H20 1.074, H21 1.107, H22 1.078
8 H -2.258 4.657 -3.229  C1 1.062
9 H -0.881 4.621 -4.184  C1 1.149
10 H -1.564 6.273 -3.670  C1 1.097
11 H -0.316 4.132 -1.907  C2 1.119
12 H 0.560 5.537 -2.519  C2 1.104
13 H -1.358 7.621 -1.962  C4 1.084
14 H -1.070 7.813 -0.242  C4 1.097
15 H 1.192 7.496 -2.354  C5 1.115
16 H 0.740 8.951 -1.632  C5 1.107
17 H 1.358 7.521 -0.560  C5 1.097
18 H -1.650 4.390 -0.188  C6 1.084
19 H -2.766 5.706 -0.752  C6 1.130
20 H -2.532 7.036 1.071  C7 1.074
21 H -1.159 6.161 1.880  C7 1.107
22 H -2.766 5.532 1.775  C7 1.078
23 C -6.578 4.421 0.042  C24 1.569, H30 1.077, H31 1.161, H32 1.075
24 C -5.906 3.473 1.096  C23 1.569, N25 1.448, H33 1.092, H34 1.097
25 N -5.984 3.967 2.455  C24 1.448, C26 1.457, C28 1.505
26 C -7.320 4.363 2.879  N25 1.457, C27 1.543, H35 1.073, H36 1.071
27 C -8.379 3.285 3.190  C26 1.543, H37 1.057, H38 1.079, H39 1.119
28 C -5.238 3.140 3.466  N25 1.505, C29 1.517, H40 1.094, H41 1.100
29 C -3.729 3.198 3.320  C28 1.517, H42 1.037, H43 1.064, H44 1.109
30 H -7.647 4.366 -0.081  C23 1.077
31 H -6.099 4.080 -0.959  C23 1.161
32 H -6.307 5.451 0.186  C23 1.075
33 H -6.254 2.441 1.013  C24 1.092
34 H -4.872 3.393 0.736  C24 1.097
35 H -7.227 4.997 3.740  C26 1.073
36 H -7.756 4.858 2.035  C26 1.071
37 H -8.156 2.735 4.065  C27 1.057
38 H -9.367 3.698 3.321  C27 1.079
39 H -8.550 2.613 2.311  C27 1.119
40 H -5.619 2.114 3.471  C28 1.094
41 H -5.601 3.479 4.448  C28 1.100
42 H -3.451 4.185 3.475  C29 1.037
43 H -3.454 2.810 2.368  C29 1.064
44 H -3.282 2.499 4.056  C29 1.109
45 C 0.917 -4.746 -6.717  C46 1.531, H52 1.098, H53 1.091, H54 1.083
46 C 0.754 -3.744 -5.572  C45 1.531, N47 1.442, H55 1.073, H56 1.050
47 N 1.803 -3.862 -4.589  C46 1.442, C48 1.406, C50 1.502
48 C 1.504 -3.081 -3.459  N47 1.406, C49 1.495, H57 1.077, H58 1.099
49 C 2.389 -3.342 -2.283  C48 1.495, H59 1.116, H60 1.053, H61 1.059
50 C 3.104 -3.495 -5.244  N47 1.502, C51 1.501, H62 1.100, H63 1.120
51 C 3.147 -2.099 -5.793  C50 1.501, H64 1.108, H65 1.095, H66 1.101
52 H 1.829 -4.532 -7.289  C45 1.098
53 H 0.054 -4.709 -7.383  C45 1.091
54 H 1.117 -5.758 -6.389  C45 1.083
55 H 0.759 -2.730 -5.922  C46 1.073
56 H -0.163 -3.898 -5.083  C46 1.050
57 H 1.569 -2.015 -3.594  C48 1.077
58 H 0.462 -3.267 -3.165  C48 1.099
59 H 2.510 -4.438 -2.110  C49 1.116
60 H 3.395 -3.079 -2.454  C49 1.053
61 H 2.071 -2.817 -1.420  C49 1.059
62 H 3.322 -4.287 -5.975  C50 1.100
63 H 3.910 -3.544 -4.467  C50 1.120
64 H 3.039 -1.371 -4.966  C51 1.108
65 H 2.368 -1.944 -6.547  C51 1.095
66 H 4.158 -1.993 -6.217  C51 1.101
67 C 3.823 2.747 2.806  C68 1.503, H74 1.088, H75 1.097, H76 1.087
68 C 2.557 1.957 2.996  C67 1.503, N69 1.494, H77 1.093, H78 1.118
69 N 1.275 2.666 3.289  C68 1.494, C70 1.456, C72 1.479
70 C 1.000 3.744 2.350  N69 1.456, C71 1.553, H79 1.115, H80 1.082
71 C 0.746 3.299 0.884  C70 1.553, H81 1.102, H82 1.038, H83 1.082
72 C 1.285 3.287 4.632  N69 1.479, C73 1.505, H84 1.103, H85 1.087
73 C -0.122 3.481 5.129  C72 1.505, H86 1.058, H87 1.084, H88 1.112
74 H 4.668 2.069 2.714  C67 1.088
75 H 4.046 3.500 3.573  C67 1.097
76 H 3.845 3.251 1.843  C67 1.087
77 H 2.438 1.437 2.042  C68 1.093
78 H 2.688 1.193 3.801  C68 1.118
79 H 1.809 4.512 2.381  C70 1.115
80 H 0.113 4.224 2.743  C70 1.082
81 H -0.172 2.689 0.876  C71 1.102
82 H 1.562 2.776 0.513  C71 1.038
83 H 0.600 4.138 0.217  C71 1.082
84 H 1.889 2.711 5.354  C72 1.103
85 H 1.732 4.276 4.565  C72 1.087
86 H -0.074 3.747 6.151  C73 1.058
87 H -0.690 4.209 4.560  C73 1.084
88 H -0.679 2.519 5.080  C73 1.112
89 C -0.369 -6.916 4.001  C90 1.504, H96 1.119, H97 1.059, H98 1.071
90 C -1.122 -6.717 2.714  C89 1.504, N91 1.449, H99 1.115, H100 1.113
91 N -0.419 -5.924 1.725  C90 1.449, C92 1.483, C94 1.441
92 C 0.723 -6.695 1.179  N91 1.483, C93 1.533, H101 1.091, H102 1.084
93 C 1.973 -5.817 1.046  C92 1.533, H103 1.090, H104 1.098, H105 1.098
94 C -1.152 -5.426 0.589  N91 1.441, C95 1.556, H106 1.129, H107 1.129
95 C -2.139 -4.273 0.935  C94 1.556, H108 1.069, H109 1.079, H110 1.077
96 H -0.146 -5.899 4.410  C89 1.119
97 H 0.545 -7.410 3.801  C89 1.059
98 H -0.934 -7.443 4.744  C89 1.071
99 H -1.450 -7.708 2.322  C90 1.115
100 H -2.069 -6.156 2.880  C90 1.113
101 H 0.978 -7.564 1.788  C92 1.091
102 H 0.476 -7.081 0.196  C92 1.084
103 H 1.811 -4.949 0.408  C93 1.090
104 H 2.308 -5.427 2.016  C93 1.098
105 H 2.876 -6.281 0.626  C93 1.098
106 H -1.666 -6.246 0.007  C94 1.129
107 H -0.489 -5.017 -0.228  C94 1.129
108 H -2.736 -4.578 1.767  C95 1.069
109 H -2.877 -4.061 0.177  C95 1.079
110 H -1.554 -3.429 1.258  C95 1.077
111 C 5.611 -2.035 4.931  C112 1.522, H118 1.117, H119 1.073, H120 1.110
112 C 4.535 -1.897 3.863  C111 1.522, N113 1.483, H121 1.070, H122 1.085
113 N 4.586 -2.821 2.705  C112 1.483, C114 1.454, C116 1.446
114 C 3.378 -2.842 1.894  N113 1.454, C115 1.502, H123 1.108, H124 1.085
115 C 2.863 -1.585 1.254  C114 1.502, H125 1.103, H126 1.060, H127 1.127
116 C 5.840 -2.668 2.002  N113 1.446, C117 1.528, H128 1.083, H129 1.128
117 C 6.193 -3.755 0.989  C116 1.528, H130 1.120, H131 1.065, H132 1.104
118 H 5.770 -3.111 5.187  C111 1.117
119 H 5.208 -1.504 5.772  C111 1.073
120 H 6.605 -1.662 4.608  C111 1.110
121 H 3.611 -2.026 4.386  C112 1.070
122 H 4.535 -0.863 3.534  C112 1.085
123 H 3.421 -3.662 1.150  C114 1.108
124 H 2.530 -3.165 2.489  C114 1.085
125 H 1.827 -1.877 1.008  C115 1.103
126 H 2.771 -0.799 1.959  C115 1.060
127 H 3.399 -1.241 0.324  C115 1.127
128 H 6.640 -2.538 2.720  C116 1.083
129 H 5.878 -1.765 1.327  C116 1.128
130 H 5.547 -3.788 0.074  C117 1.120
131 H 6.219 -4.740 1.396  C117 1.065
132 H 7.144 -3.487 0.498  C117 1.104
133 C -4.878 -1.379 -0.027  C134 1.520, H140 1.108, H141 1.098, H142 1.124
134 C -4.339 -0.089 -0.625  C133 1.520, N135 1.460, H143 1.114, H144 1.119
135 N -3.018 -0.209 -1.236  C134 1.460, C136 1.502, C138 1.451
136 C -2.661 1.073 -1.932  N135 1.502, C137 1.547, H145 1.063, H146 1.086
137 C -3.581 1.361 -3.142  C136 1.547, H147 1.070, H148 1.075, H149 1.104
138 C -1.950 -0.562 -0.319  N135 1.451, C139 1.547, H150 1.083, H151 1.108
139 C -0.860 -1.484 -0.916  C138 1.547, H152 1.122, H153 1.111, H154 1.128
140 H -4.389 -1.641 0.931  C133 1.108
141 H -4.779 -2.268 -0.664  C133 1.098
142 H -5.965 -1.250 0.230  C133 1.124
143 H -5.061 0.268 -1.395  C134 1.114
144 H -4.368 0.725 0.143  C134 1.119
145 H -2.739 1.877 -1.242  C136 1.063
146 H -1.621 0.956 -2.224  C136 1.086
147 H -4.611 1.457 -2.870  C137 1.070
148 H -3.187 2.177 -3.720  C137 1.075
149 H -3.490 0.545 -3.880  C137 1.104
150 H -2.334 -1.124 0.523  C138 1.083
151 H -1.410 0.319 0.079  C138 1.108
152 H -0.267 -1.166 -1.813  C139 1.122
153 H -1.308 -2.461 -1.198  C139 1.111
154 H -0.097 -1.614 -0.095  C139 1.128
155 C 1.790 0.643 -1.785  C156 1.516, H162 1.076, H163 1.129, H164 1.106
156 C 3.097 1.385 -1.589  C155 1.516, N157 1.477, H165 1.099, H166 1.090
157 N 4.295 0.533 -1.447  C156 1.477, C158 1.429, C160 1.435
158 C 4.932 0.209 -2.685  N157 1.429, C159 1.512, H167 1.110, H168 1.118
159 C 5.779 -1.043 -2.643  C158 1.512, H169 1.093, H170 1.097, H171 1.095
160 C 5.158 0.865 -0.349  N157 1.435, C161 1.545, H172 1.104, H173 1.143
161 C 5.909 2.203 -0.532  C160 1.545, H174 1.066, H175 1.072, H176 1.084
162 H 1.710 0.184 -2.754  C155 1.076
163 H 0.954 1.392 -1.664  C155 1.129
164 H 1.732 -0.117 -0.983  C155 1.106
165 H 3.228 2.182 -2.334  C156 1.099
166 H 3.056 1.956 -0.661  C156 1.090
167 H 5.530 1.028 -3.137  C158 1.110
168 H 4.137 -0.035 -3.432  C158 1.118
169 H 5.845 -1.541 -3.614  C159 1.093
170 H 5.286 -1.709 -1.924  C159 1.097
171 H 6.777 -0.911 -2.213  C159 1.095
172 H 4.525 0.891 0.555  C160 1.104
173 H 5.971 0.083 -0.163  C160 1.143
174 H 5.275 2.943 -0.964  C161 1.066
175 H 6.338 2.583 0.373  C161 1.072
176 H 6.740 2.106 -1.222  C161 1.084
177 F -5.102 -2.116 -6.160  C178 1.362
178 C -3.890 -1.728 -5.674  F177 1.362, C179 1.386, C183 1.385
179 C -3.466 -2.248 -4.461  C178 1.386, C180 1.416, H184 1.095
180 C -2.181 -1.929 -3.960  C179 1.416, C181 1.362, H185 1.083
181 C -1.429 -1.059 -4.692  C180 1.362, C182 1.413, H186 1.087
182 C -1.880 -0.513 -5.915  C181 1.413, C183 1.378, H187 1.127
183 C -3.066 -0.946 -6.465  C178 1.385, C182 1.378, H188 1.109
184 H -4.238 -2.822 -3.939  C179 1.095
185 H -1.774 -2.377 -3.062  C180 1.083
186 H -0.393 -0.936 -4.387  C181 1.087
187 H -1.172 0.196 -6.432  C182 1.127
188 H -3.382 -0.660 -7.489  C183 1.109
189 F -3.323 0.098 3.140  C190 1.312
190 C -2.365 -0.710 3.528  F189 1.312, C191 1.376, C195 1.380
191 C -2.687 -2.004 3.866  C190 1.376, C192 1.351, H196 1.045
192 C -1.722 -2.943 3.976  C191 1.351, C193 1.403, H197 1.069
193 C -0.377 -2.546 3.936  C192 1.403, C194 1.387, H198 1.068
194 C -0.040 -1.213 3.757  C193 1.387, C195 1.421, H199 1.065
195 C -1.060 -0.262 3.487  C190 1.380, C194 1.421, H200 1.094
196 H -3.715 -2.183 3.928  C191 1.045
197 H -1.996 -3.970 4.095  C192 1.069
198 H 0.399 -3.263 4.089  C193 1.068
199 H 0.990 -0.939 3.767  C194 1.065
200 H -0.749 0.744 3.192  C195 1.094

---

ORCA calculation (ωB97M-V/def2-TZVPD) on a cluster of 7 separate species, C13H28N3O15 in total in a non-equilibrium geometry.

The highest occupied orbital energy comes out at -3.5 eV. As for the total charge: -1. The calculation puts the LUMO energy at -0.106 eV. The molecular weight comes out at 466.4 g/mol.

Bonds (Å) are listed after each position.
Geometry (Å):
1 C -1.970 -1.229 -3.087  C2 1.506, H8 1.090, H9 1.090, H10 1.090
2 C -0.489 -1.155 -2.824  C1 1.506, O3 1.238, N4 1.532
3 O -0.027 -1.908 -1.957  C2 1.238
4 N 0.310 0.062 -3.300  C2 1.532, H5 1.010, H6 1.010, C7 1.592
5 H -0.270 0.479 -4.014  N4 1.010
6 H 0.511 0.703 -2.545  N4 1.010
7 C 1.729 -0.329 -3.906  N4 1.592, H11 1.090, H12 1.090, H13 1.090
8 H -2.161 -1.189 -4.159  C1 1.090
9 H -2.605 -0.572 -2.493  C1 1.090
10 H -2.175 -2.261 -2.803  C1 1.090
11 H 2.494 -0.658 -3.202  C7 1.090
12 H 2.157 0.545 -4.397  C7 1.090
13 H 1.692 -1.203 -4.555  C7 1.090
14 C 4.231 -0.574 -0.142  C15 1.547, H21 1.090, H22 1.090, H23 1.090
15 C 4.704 0.647 0.681  C14 1.547, O16 1.253, N17 1.553
16 O 5.924 0.837 0.896  C15 1.253
17 N 3.579 1.691 0.920  C15 1.553, H18 1.010, H19 1.010, C20 1.566
18 H 3.348 2.175 0.064  N17 1.010
19 H 2.803 1.072 1.107  N17 1.010
20 C 3.961 2.769 1.989  N17 1.566, H24 1.090, H25 1.090, H26 1.090
21 H 3.511 -1.074 0.506  C14 1.090
22 H 4.885 -1.325 -0.583  C14 1.090
23 H 3.594 -0.176 -0.932  C14 1.090
24 H 3.219 3.565 2.048  C20 1.090
25 H 4.849 3.206 1.532  C20 1.090
26 H 4.170 2.216 2.905  C20 1.090
27 C -2.935 -2.175 0.648  C28 1.513, H34 1.090, H35 1.090, H36 1.090
28 C -3.297 -3.339 1.545  C27 1.513, O29 1.214, N30 1.459
29 O -2.414 -4.119 1.833  C28 1.214
30 N -4.705 -3.703 1.674  C28 1.459, H31 1.010, H32 1.010, C33 1.483
31 H -5.410 -3.257 1.104  N30 1.010
32 H -4.892 -4.599 1.248  N30 1.010
33 C -5.034 -3.685 3.119  N30 1.483, H37 1.090, H38 1.090, H39 1.090
34 H -3.492 -2.492 -0.233  C27 1.090
35 H -1.883 -2.104 0.371  C27 1.090
36 H -3.347 -1.204 0.925  C27 1.090
37 H -5.374 -4.706 3.295  C33 1.090
38 H -6.039 -3.278 3.230  C33 1.090
39 H -4.312 -3.343 3.860  C33 1.090
40 O -1.102 3.776 -0.571  C41 1.298, H44 0.960
41 C -0.547 4.762 0.065  O40 1.298, O42 1.247, O43 1.238
42 O -1.283 5.715 0.388  C41 1.247
43 O 0.684 4.710 0.192  C41 1.238
44 H -0.231 3.378 -0.634  O40 0.960
45 O -0.858 0.250 0.313  C46 1.340, H49 0.960
46 C 0.446 0.540 0.215  O45 1.340, O47 1.223, O48 1.194
47 O 1.116 0.940 -0.727  C46 1.223
48 O 1.079 0.460 1.224  C46 1.194
49 H -0.941 0.129 1.261  O45 0.960
50 O -1.479 -1.686 4.135  C51 1.332, H54 0.960
51 C -2.474 -0.853 3.832  O50 1.332, O52 1.207, O53 1.218
52 O -2.229 -0.033 2.979  C51 1.207
53 O -3.587 -0.999 4.303  C51 1.218
54 H -0.810 -1.358 3.529  O50 0.960
55 O 1.666 3.414 -2.332  C56 1.337, H59 0.960
56 C 2.963 3.091 -2.360  O55 1.337, O57 1.227, O58 1.298
57 O 3.662 3.265 -1.367  C56 1.227
58 O 3.481 2.529 -3.408  C56 1.298
59 H 1.601 3.662 -1.407  O55 0.960

---

Energy above the lowest of the compared OMol25 structures with the same formula, charge and spin
In order: 0.00, 587.34
Unit: kJ/mol